# 1
Computed, not measured: one molecule with the formula C2H3NO2 at a distorted geometry, with ωB97M-V/def2-TZVPD.

Last column: natural (NBO) charge in e.
Element x y z (Å)
H  1.0245  0.6532  -2.3727  0.356
N  1.2466  0.8303  -1.3901  -0.617
C  0.3836  0.2846  -0.6608  0.362
O  0.4989  0.4147  0.7438  -0.498
C  -0.4588  -0.2968  1.4260  0.546
O  -1.2804  -0.9766  0.8439  -0.601
H  -0.4836  -0.2998  -0.9649  0.191
H  -0.9308  -0.6096  2.3749  0.261

As for the SMILES: [H]/N=C/OC=O. Its energy above the lowest of the compared OMol25 structures with the same formula, charge and spin is 237.4 kJ/mol. As for the strongest force on any atom: 4.03 eV Å⁻¹.


# 2
Computed, not measured: C2H3NO2 as an isolated structure at a distorted geometry, with ωB97M-V/def2-TZVPD.

Last column: natural (NBO) charge in e.
Element x y z (Å)
C  0.6595  -0.7863  -1.1220  0.555
C  -0.6107  0.7074  0.7563  0.015
N  -0.4678  -0.6451  0.4207  -0.221
O  0.7632  0.1370  -1.8244  -0.463
O  0.2801  -0.0906  1.4591  -0.378
H  1.0730  -1.7832  -1.0785  0.153
H  -0.1749  1.4689  0.1148  0.170
H  -1.5224  0.9920  1.2741  0.170

Its energy above the lowest of the compared OMol25 structures with the same formula, charge and spin is 456.6 kJ/mol. As for the strongest force on any atom: 4.39 eV Å⁻¹.


# 3
Computed, not measured: a 2-piece molecular cluster, C2H3NO2 overall at a distorted geometry, with ωB97M-V/def2-TZVPD.

Last column: natural (NBO) charge in e.
Element x y z (Å)
N  -0.9882  1.0694  -2.1312  -0.778
C  -0.4370  0.2042  -1.4491  0.860
O  -0.1692  -0.7894  -0.8731  -0.501
H  -0.7652  2.0947  -1.9599  0.418
C  0.6144  -0.6730  1.6457  0.286
O  1.4585  -0.4196  0.7971  -0.493
H  -0.2671  0.0599  1.7978  0.092
H  0.5538  -1.5462  2.1727  0.116

As for the SMILES: N=C=O.C=O. Its energy above the lowest of the compared OMol25 structures with the same formula, charge and spin is 166.5 kJ/mol. As for the strongest force on any atom: 5.13 eV Å⁻¹.


# 4
Computed, not measured: one molecule with the formula C2H3NO2 at a distorted geometry, with ωB97M-V/def2-TZVPD.

Last column: natural (NBO) charge in e.
Element x y z (Å)
O  1.9327  0.6566  1.2094  -0.523
C  1.1026  0.0826  0.5588  0.522
N  -0.2170  0.5925  0.1770  -0.689
C  -0.8794  -0.3439  -0.5869  0.528
O  -0.3816  -1.4198  -0.8612  -0.585
H  1.0352  -0.9285  0.0513  0.189
H  -0.7082  1.4593  0.4050  0.420
H  -1.8843  -0.0988  -0.9534  0.138

As for the SMILES: O=CNC=O. Its energy above the lowest of the compared OMol25 structures with the same formula, charge and spin is 61.7 kJ/mol. As for the strongest force on any atom: 1.92 eV Å⁻¹.


# 5
Computed, not measured: one molecule with the formula C2H3NO2 at a distorted geometry, with ωB97M-V/def2-TZVPD.

Last column: natural (NBO) charge in e.
Element x y z (Å)
C  -1.7803  -0.1484  -0.0101  -0.534
C  -0.6152  0.4128  -0.0209  0.291
N  0.4001  1.0854  -0.0372  -0.112
O  1.6642  0.7720  -0.0136  -0.099
O  1.9661  -0.6714  0.0438  -0.480
H  -2.2908  -0.3580  0.9134  0.233
H  -2.2742  -0.4281  -0.9241  0.233
H  2.9300  -0.6643  0.0486  0.469

As for the SMILES: C=C=NOO. Its energy above the lowest of the compared OMol25 structures with the same formula, charge and spin is 595.8 kJ/mol. As for the strongest force on any atom: 1.57 eV Å⁻¹.


# 6
Computed, not measured: C2H3NO2 as an isolated structure at a distorted geometry, with ωB97M-V/def2-TZVPD.

Last column: natural (NBO) charge in e.
Element x y z (Å)
C  1.8755  0.2468  -0.1436  0.736
C  0.4545  0.1918  -0.3693  0.121
N  0.6739  -1.1108  0.2076  -0.784
O  3.0124  0.2293  0.0912  -0.403
O  -0.2823  1.1765  0.2906  -0.702
H  0.1909  0.0999  -1.4349  0.197
H  0.6133  -1.1128  1.2199  0.348
H  -1.2202  0.9675  0.2190  0.486

Its energy above the lowest of the compared OMol25 structures with the same formula, charge and spin is 316.5 kJ/mol. As for the strongest force on any atom: 2.27 eV Å⁻¹.


# 7
Computed, not measured: one molecule with the formula C2H3NO2, with ωB97M-V/def2-TZVPD.

Last column: natural (NBO) charge in e.
Element x y z (Å)
C  0.9995  0.8741  1.0273  -0.107
N  0.2670  0.7516  -0.0012  -0.102
O  -0.2584  -0.5619  0.0124  -0.414
C  -1.0016  -0.8917  -1.0773  0.644
O  -1.1883  -0.2317  -2.0457  -0.532
H  1.4866  1.8577  1.1604  0.201
H  1.1314  0.0952  1.8015  0.188
H  -1.4361  -1.8933  -0.8775  0.121

As for the SMILES: C=NOC=O. Its energy above the lowest of the compared OMol25 structures with the same formula, charge and spin is 221.2 kJ/mol. As for the strongest force on any atom: 0.78 eV Å⁻¹.


# 8
Computed, not measured: a 2-piece molecular cluster, C2H3NO2 overall at a distorted geometry, with ωB97M-V/def2-TZVPD.

Last column: natural (NBO) charge in e.
Element x y z (Å)
C  -2.2182  -1.0686  -2.6146  1.032
C  -0.5874  0.0158  0.0246  -0.625
N  -0.8265  0.7568  -1.1457  -0.102
O  -2.6718  -0.2381  -3.2356  -0.482
O  -1.8176  -1.9590  -1.9820  -0.550
H  0.4318  0.0458  0.4263  0.235
H  -1.2584  0.1584  0.9622  0.226
H  -0.5763  -1.0445  -0.3928  0.266

Its energy above the lowest of the compared OMol25 structures with the same formula, charge and spin is 347.7 kJ/mol. As for the strongest force on any atom: 2.71 eV Å⁻¹.


# 9
Computed, not measured: C2H3NO2 as an isolated structure at a distorted geometry, with ωB97M-V/def2-TZVPD.

Last column: natural (NBO) charge in e.
Element x y z (Å)
C  -1.1191  -0.1846  -0.0504  0.395
C  0.2550  -0.0980  -0.5025  0.099
N  0.0144  1.2824  -0.0780  -0.380
O  -2.2544  -0.0577  0.3007  -0.425
O  1.2106  -0.8887  0.0774  -0.724
H  0.3619  -0.3628  -1.6398  0.218
H  0.2721  1.4025  0.8186  0.320
H  1.2596  -1.0931  1.0740  0.496

Its energy above the lowest of the compared OMol25 structures with the same formula, charge and spin is 317.9 kJ/mol. As for the strongest force on any atom: 5.20 eV Å⁻¹. Its spin multiplicity is 3.


# 10
Computed, not measured: a 2-piece molecular cluster, C2H3NO2S overall at a distorted geometry, with ωB97M-V/def2-TZVPD.

Last column: natural (NBO) charge in e.
Element x y z (Å)
C  -0.4314  -0.6437  -0.5518  -0.662
C  2.4693  -2.7492  1.4700  1.019
N  0.0633  1.1173  -2.2898  -1.010
O  1.7355  -3.5779  1.8260  -0.516
O  3.0365  -1.7866  1.2277  -0.504
S  -0.1353  0.8953  -0.6125  0.714
H  -0.7435  -0.9790  0.4287  0.185
H  0.2622  0.1744  -2.6520  0.395
H  0.9039  1.7627  -2.5418  0.379

Its energy above the lowest of the compared OMol25 structures with the same formula, charge and spin is 268.6 kJ/mol. As for the strongest force on any atom: 2.74 eV Å⁻¹.


# 11
Computed, not measured: one molecule with the formula C2H3NO2S, with ωB97M-V/def2-TZVPD.

Last column: natural (NBO) charge in e.
Element x y z (Å)
O  -2.2020  -0.0733  -0.0039  -0.500
C  -1.2829  -0.8582  0.0012  0.399
C  0.1648  -0.4112  0.0007  -0.067
S  1.4385  -1.4667  -0.0015  -0.174
N  0.2659  0.8948  0.0005  -0.217
O  1.4598  1.5468  0.0036  -0.512
H  -1.4093  -1.9553  0.0250  0.151
H  -0.5609  1.5114  -0.0072  0.425
H  2.1262  0.8117  -0.0183  0.495

As for the SMILES: O=CC(=S)NO. Its energy above the lowest of the compared OMol25 structures with the same formula, charge and spin is 245.0 kJ/mol. As for the strongest force on any atom: 0.93 eV Å⁻¹.


# 12
Computed, not measured: one molecule with the formula C2H3NO3 at a distorted geometry, with ωB97M-V/def2-TZVPD.

Last column: natural (NBO) charge in e.
Element x y z (Å)
O  -0.6469  -0.2453  -1.6061  -0.571
C  -0.7617  -0.9710  -0.6586  0.542
N  -0.1102  -0.4153  0.5355  -0.701
C  0.6590  0.7252  0.7412  0.894
O  0.9470  1.0740  1.8165  -0.553
O  0.9859  1.4829  -0.3946  -0.699
H  -1.4337  -1.9390  -0.6532  0.179
H  0.0941  -1.0252  1.2719  0.405
H  0.2665  1.3136  -1.0525  0.504

As for the SMILES: O=CNC(=O)O. Its energy above the lowest of the compared OMol25 structures with the same formula, charge and spin is 100.0 kJ/mol. As for the strongest force on any atom: 4.50 eV Å⁻¹.